# 1
The following is a DFT calculation (ωB97M-V/def2-TZVPD) of 14 unconnected molecules or ions with the total composition C3H32NO15.

Properties
**ΔE to the lowest compared entry with this formula, charge and spin**: 35.1 kJ/mol
**Spin multiplicity**: 2
**Lowest unoccupied orbital energy (spin up / spin down)**: -0.4683 / -6.0931 eV
**Net charge**: 0

Atoms and positions in Å:
O -2.99976 -0.02501 -1.80680
C -2.41359 -0.10976 -0.73535
O -2.36975 0.80716 0.15057
C -1.65619 -1.42737 -0.47741
C -0.43717 -1.21697 0.43790
N -1.16603 -1.96806 -1.76334
H -2.33978 -2.12510 -0.04041
H -0.70913 -0.60181 1.34228
H -0.06782 -2.19435 0.78992
H 0.39397 -0.71403 -0.06717
H -1.96148 -2.34622 -2.32104
H -0.73765 -1.27240 -2.28593
H 0.84951 -0.16832 3.18199
H 0.80240 1.18186 2.36003
O 1.42240 0.48359 2.74981
H -2.61431 1.21486 -2.90799
H -1.15805 1.47559 -3.31066
O -1.97512 1.92913 -3.33533
H 1.52232 -1.89186 2.15662
H 2.96563 -1.75407 1.71548
O 2.19466 -2.42329 1.66845
H 0.73259 0.75224 -4.10530
H 1.06407 0.17688 -2.75562
O 0.34322 0.57564 -3.28033
H 0.55377 2.12039 -1.71020
H -0.33933 3.09402 -1.01026
O 0.57863 2.75034 -1.00621
H 1.72521 0.72248 1.03026
H 1.65750 1.80654 -0.10739
O 2.20203 0.97198 0.21988
H 1.81907 -2.86396 -0.20461
H 0.70732 -2.97216 -1.33576
O 1.65018 -2.95374 -1.19961
H 0.07956 2.38532 0.63308
H -1.07477 1.44406 0.97891
O -0.31921 1.94159 1.39444
H 2.13884 -1.43617 -1.77702
H 2.41151 -0.02623 -1.18328
O 2.34234 -0.50003 -2.02204
H -0.55818 -2.14689 3.47476
H -1.27282 -0.78201 3.26546
O -0.42239 -1.24266 3.63345
H -2.72842 0.86216 3.12233
H -2.53879 0.21958 1.75309
O -2.62126 -0.01419 2.67669
H -2.27895 2.41083 -0.46588
H -2.12622 2.85768 -1.91411
O -1.98903 3.19755 -0.98750
H 3.71501 0.07194 1.01954
H 3.14619 0.05242 2.42591
O 3.85725 -0.32920 1.93571


# 2
The following is a DFT calculation (ωB97M-V/def2-TZVPD) of 14 unconnected molecules or ions with the total composition C3H35NO13S2.

Properties
**ΔE to the lowest compared entry with this formula, charge and spin**: 329.9 kJ/mol
**Lowest unoccupied orbital energy**: -0.4674 eV
**Net charge**: 0

Atoms and positions in Å:
S 0.73254 2.97108 3.80833
S 0.98730 2.80875 1.72734
C 1.45952 1.16636 1.30317
C 1.05242 0.67606 -0.08788
C -0.39219 0.93255 -0.61492
N -1.24337 -0.26764 -0.85536
H -0.55891 2.51814 4.17069
H 2.59457 1.10379 1.28819
H 0.88301 0.55500 1.99869
H 1.69418 0.95289 -0.90966
H 1.36259 -0.39879 -0.09840
H -0.94926 1.56727 0.16080
H -0.26765 1.62109 -1.46011
H -0.72491 -0.64913 -1.68526
H -1.31609 -1.02795 -0.19551
H 3.29653 -0.76544 3.14371
H 3.35031 -2.12717 2.62762
O 3.57630 -1.21469 2.33768
H -3.23271 -1.33410 -1.59616
H -4.04010 -0.28855 -0.93046
O -4.09018 -0.86715 -1.72812
H 3.12856 -1.02357 -0.25606
H 4.21878 -1.49927 -1.19919
O 3.27338 -1.32635 -1.17349
H 3.81260 0.86221 -1.27213
H 3.18768 0.52499 -2.58845
O 3.59227 1.28375 -2.09853
H -0.33136 -1.16550 -4.28615
H 0.13154 0.35342 -4.44985
O 0.20870 -0.44563 -3.92277
H 0.73149 2.67682 -3.27356
H -0.67376 3.38901 -3.31968
O -0.14307 2.69621 -3.71518
H -0.85222 -2.94458 1.05870
H -1.96070 -3.60892 0.26133
O -1.30262 -2.90691 0.22231
H -0.44692 -0.17936 4.39031
H -1.71425 -1.07492 3.99557
O -0.78895 -0.86906 3.79307
H 0.01488 -2.79386 2.89622
H 0.31930 -2.43549 4.23322
O 0.77212 -2.86252 3.48675
H -3.06061 2.33825 0.04972
H -2.42919 3.67859 -0.34444
O -2.70571 3.15968 0.44896
H -1.91749 1.92022 1.97013
H -1.97823 0.60801 2.82025
O -2.49262 1.33825 2.46830
H -2.50318 1.81119 -2.42322
H -3.61410 0.73398 -2.57716
O -3.44060 1.67874 -2.58573
H 1.92882 -3.27860 -2.08254
H 1.04735 -4.56140 -1.44058
O 1.81423 -4.00973 -1.49050


# 3
The following is a DFT calculation (ωB97M-V/def2-TZVPD) of 14 unconnected molecules or ions with the total composition C3H36N2O13.

Properties
**Spin multiplicity**: 2
**Lowest unoccupied orbital energy (spin up / spin down)**: 2.6028 / 2.5431 eV
**Net charge**: -1

Atoms and positions in Å:
N 0.08297 0.90021 -1.47706
C -1.14479 0.19705 -2.09284
C -1.65773 0.79578 -3.40054
C -0.63701 -1.23291 -2.53960
N -1.87749 -1.96020 -2.95181
H 0.79834 0.65442 -2.12594
H -0.18189 1.86090 -1.45864
H -1.90063 -0.09139 -1.32233
H -2.40279 0.20062 -3.97199
H -2.16223 1.80514 -3.24222
H -0.80017 0.88287 -4.10875
H 0.00386 -1.61685 -1.83128
H -0.05119 -1.04981 -3.46714
H -2.46955 -2.30433 -2.24301
H -1.56326 -2.77483 -3.53605
H -4.13174 1.27964 1.28485
H -4.49809 2.72256 1.83964
O -4.07315 1.89534 2.01747
H -0.03508 -4.20014 3.74336
H 0.68315 -3.22431 2.51341
O -0.04587 -3.67209 2.94871
H 1.22631 -0.58956 0.15877
H 1.30893 -0.03708 1.64314
O 1.59807 -0.70037 0.98619
H 3.09233 2.23077 3.32986
H 2.48824 0.91874 3.72427
O 3.03886 1.31017 3.00907
H -1.68572 -1.63747 0.77517
H -1.88207 -2.35882 2.25142
O -2.26965 -2.04923 1.39107
H 0.48857 2.30364 2.24691
H 0.71771 2.62521 0.78872
O 0.42128 3.08355 1.57921
H 2.85345 -1.44579 -3.28606
H 3.00710 -0.22661 -4.18011
O 2.30516 -0.93730 -3.86053
H 3.52758 -0.13931 1.62177
H 4.42242 1.14315 1.51185
O 4.29794 0.29200 1.11347
H 2.75530 1.13404 -2.28865
H 3.96356 1.75906 -2.72914
O 3.04008 1.72214 -2.98047
H 3.86387 -1.21550 -1.68509
H 4.06303 -0.32992 -0.45546
O 3.59421 -0.31998 -1.38918
H -0.90016 0.08117 3.46234
H -0.30244 -1.05175 2.58999
O -0.10886 -0.16086 2.89605
H -2.77990 1.55019 3.04985
H -1.34969 2.09478 3.03923
O -1.99930 1.66667 3.60816
H -5.29927 -0.34012 1.70714
H -4.51072 -1.14446 0.96033
O -4.92189 -0.29881 0.83250


# 4
The following is a DFT calculation (ωB97M-V/def2-TZVPD) of 15 unconnected molecules or ions with the total composition C3H36NO15.

Properties
**ΔE to the lowest compared entry with this formula, charge and spin**: 517.2 kJ/mol
**Lowest unoccupied orbital energy**: 2.2692 eV
**Net charge**: -1

Atoms and positions in Å:
C 0.37964 1.38138 0.50215
C 0.19867 2.06491 -0.76821
C -0.12367 3.63900 -0.52563
O -1.49455 3.67031 -0.53204
N 0.79533 -0.06213 0.42360
H -0.36828 1.46810 1.25623
H 1.30432 1.85292 0.95899
H 1.13371 1.93021 -1.32614
H -0.61699 1.69515 -1.31369
H 0.22893 4.22432 -1.40881
H 0.08663 3.96012 0.42804
H 0.80599 -0.35304 -0.52833
H 0.21568 -0.65243 0.79895
H 1.26556 0.65868 2.77060
H 0.85106 1.67031 3.92087
O 1.22154 0.74464 3.79475
H -0.92945 2.15700 3.55101
H -0.59520 2.88418 2.32689
O -0.42047 2.93949 3.30960
H -0.73265 -2.45156 1.57855
H -0.19817 -1.87382 2.92653
O -1.02365 -1.85171 2.35666
H 0.32899 1.69656 -3.40976
H -0.79666 0.72940 -3.51806
O -0.47598 1.69549 -3.79887
H -2.96464 -2.78378 0.97018
H -3.14308 -1.80649 -0.12223
O -3.33148 -1.96389 0.77300
H 1.46374 -3.38137 -1.53931
H 0.43081 -1.91552 -2.29062
O 1.48544 -2.38060 -1.43246
H 2.45737 -1.03731 1.32014
H 2.57913 -2.17161 0.34722
O 3.02485 -1.71696 1.10488
H -2.95346 -0.28314 -1.02709
H -3.57301 0.04648 0.38303
O -3.21079 0.43098 -0.31118
H 3.41951 1.22062 1.14855
H 3.99930 0.38323 0.01531
O 4.23748 0.99658 0.69664
H -2.53811 0.34947 1.64549
H -1.55751 -0.28720 2.38492
O -1.94850 0.59217 2.38720
H -2.94422 -1.96665 -2.31426
H -1.60316 -1.51960 -2.32574
O -2.43725 -1.37559 -1.81379
H 0.66664 -2.82927 -0.27200
H 0.32611 -3.82925 0.87361
O -0.12612 -3.38027 0.25802
H 3.33256 -1.14654 -1.74066
H 2.83318 -0.45755 -2.93770
O 3.46689 -0.28089 -2.27089
H -0.10416 -2.72505 -3.49258
H -2.07245 3.21134 -1.09596
O -0.25540 -1.80981 -3.09564